#a
A 14-piece molecular cluster, C6H39NO13 overall. Source: the Open Molecules 2025 dataset; level of theory: the ωB97M-V functional and the def2-TZVPD basis.

Properties
HOMO level: -7.65 eV

Atoms and positions in Å:
C -0.0268 2.5989 -1.2648
C -0.1779 1.0181 -1.3480
C 0.9947 0.5332 -0.6164
C 2.0687 -0.0795 -1.1582
N 2.2980 0.0767 -2.5201
C 0.8220 0.3758 0.8629
C 2.0188 0.0507 1.7253
H 0.4481 2.8855 -2.2012
H -0.9751 3.1445 -1.3341
H 0.5426 2.7892 -0.3408
H -1.1121 0.6566 -0.8679
H -0.4256 0.5229 -2.2904
H 2.7054 -0.8640 -0.8210
H 1.9355 0.9362 -2.9197
H 3.1834 -0.2400 -2.8770
H 0.3622 1.3123 1.2343
H 0.0409 -0.4437 0.8860
H 2.8464 0.7360 1.6044
H 2.4727 -0.9270 1.4903
H 1.7513 -0.1424 2.8034
H -0.2662 1.4561 3.3582
H 0.3373 1.3548 4.7629
O 0.5374 1.6601 3.8710
H 3.3306 2.2793 -3.1777
H 2.4981 3.0699 -2.3128
O 2.6205 2.9296 -3.2743
H -2.6277 -0.5993 3.8792
H -2.8022 -1.1663 2.5571
O -2.5321 -1.4560 3.4395
H -0.1720 -2.8191 -0.4421
H -0.1880 -2.5412 0.9651
O -0.7526 -2.3300 0.1875
H -0.0159 3.9180 1.3270
H 1.1153 3.3317 2.2898
O 0.9209 3.7330 1.4318
H -1.9971 -1.4281 -1.4052
H -3.3771 -2.1976 -1.3705
O -2.9490 -1.3406 -1.4705
H 1.3498 -4.1686 -0.6495
H 1.0768 -4.1586 -2.1410
O 0.6439 -4.3164 -1.2895
H -4.5296 1.7985 -0.8019
H -3.1664 1.6277 -0.3272
O -4.0187 1.9482 0.0053
H 0.1279 -2.5912 -3.5978
H 1.0530 -1.4187 -3.3593
O 1.0654 -2.3948 -3.4286
H -2.3673 -3.3300 0.0060
H -2.0331 -4.2797 -1.2555
O -2.7140 -3.9388 -0.6746
H 2.0060 3.6173 0.1055
H 3.4312 3.0351 0.3688
O 2.9276 3.5244 -0.2874
H -3.0102 1.9903 1.9216
H -2.2557 0.8184 1.4293
O -2.1675 1.5345 2.0718
H 0.7954 -2.7427 2.8238
H -0.7430 -2.8566 3.1563
O -0.0178 -3.2388 2.6519

=====

#b
A 13-piece molecular cluster, C6H39NO13 overall. Source: the Open Molecules 2025 dataset; level of theory: the ωB97M-V functional and the def2-TZVPD basis.

Properties
HOMO level: -8.86 eV

Atoms and positions in Å:
C 1.0362 -0.4359 -1.6050
N 0.5591 0.3251 -0.4988
C 0.0618 1.6115 -0.9128
C 0.1604 2.8054 0.1465
C -1.0343 3.1136 1.0877
O -1.3840 2.0355 1.9247
C 0.9834 -2.0003 -1.3791
C 0.8117 -2.4719 0.0734
H 2.1147 -0.1277 -1.7200
H 0.6208 -0.2718 -2.6075
H -0.0845 -0.0278 0.2001
H 0.5458 2.0111 -1.8093
H -0.9867 1.5571 -1.2553
H 0.5501 3.7039 -0.3143
H 1.0904 2.4910 0.7878
H -0.6371 3.8900 1.7936
H -1.8441 3.3677 0.4177
H -1.2237 1.2743 1.3295
H 0.3521 -2.5471 -2.0796
H 2.0612 -2.1979 -1.5513
H 1.5029 -3.2764 0.3006
H -0.1612 -2.8254 0.3784
H 0.9252 -1.6653 0.8418
H 0.0123 1.0591 4.0309
H -1.5318 1.3361 4.4684
O -0.8636 0.7026 4.2325
H 1.9413 3.0096 -3.5174
H 1.8343 1.7000 -3.2869
O 1.4917 2.2980 -3.9668
H 3.3107 -1.0979 -0.0993
H 3.6699 -0.0521 1.0422
O 3.8177 -0.2955 0.1413
H -2.0141 -4.0354 0.5407
H -2.5910 -3.7205 1.9869
O -1.9756 -3.4010 1.2738
H -3.7997 -0.7105 0.3943
H -2.7969 -1.9315 0.7310
O -3.4556 -1.5492 0.0976
H 1.9151 1.6057 4.3999
H 1.7838 1.9782 2.9492
O 1.6848 2.3437 3.7935
H 2.3390 3.0072 -1.1653
H 3.2330 2.1735 -2.0290
O 2.9202 3.1172 -1.9310
H -3.7243 -1.0494 -2.1529
H -3.1721 -0.0255 -1.2269
O -3.1695 -0.2529 -2.1495
H -2.3534 -3.4609 -1.1095
H -1.9367 -2.9437 -2.5623
O -2.1155 -3.7018 -2.0012
H -1.5125 -1.1473 -3.1658
H -0.8600 -0.9836 -4.6828
O -0.8632 -1.4433 -3.8555
H -0.9381 -1.6579 2.7987
H -0.7245 -0.3601 3.1113
O -0.5239 -0.9399 2.3173
H 1.3761 0.0762 1.5811
H 1.6974 -0.3228 3.0867
O 1.8744 0.3370 2.3760

=====

Least stable structure: #b

=====

#a
One molecule with the formula C3H5IN4. Source: the Open Molecules 2025 dataset; level of theory: the ωB97M-V functional and the def2-TZVPD basis.

Properties
SMILES: CNc1ncnn1I
HOMO level: -8.67 eV

Atoms and positions in Å:
C -1.5352 -1.4686 0.3338
N -0.3506 -1.0675 -0.4820
C 0.1531 0.1982 -0.2967
N -0.4823 1.2933 0.0584
C 0.5258 2.2295 0.1526
N 1.7209 1.8248 -0.0251
N 1.5810 0.4984 -0.4591
I 3.0570 -0.8622 -0.2685
H -2.1161 -0.5401 0.3378
H -2.1742 -2.1703 -0.1688
H -1.2342 -1.7003 1.2980
H 0.4782 -1.5639 -0.7755
H 0.3765 3.3287 0.2952

=====

#b
One molecule with the formula C3H5IN4. Source: the Open Molecules 2025 dataset; level of theory: the ωB97M-V functional and the def2-TZVPD basis.

Properties
SMILES: Cn1nc(N)c(I)n1
HOMO level: -8.33 eV

Atoms and positions in Å:
C -0.9695 1.6303 0.2196
N 0.1720 0.6828 0.1957
N 0.0479 -0.5536 -0.2767
C 1.3135 -0.9730 -0.3089
N 1.6027 -2.1712 -0.8832
C 2.1352 0.1392 0.0634
I 4.1749 0.1244 0.1225
N 1.3494 1.1657 0.2993
H -1.4087 1.8393 -0.6916
H -1.7598 1.4481 0.9628
H -0.4162 2.5712 0.4502
H 2.3731 -2.8221 -0.5581
H 0.7439 -2.7107 -1.0401

=====

Least stable structure: #a

=====

#a
C20H36Ag2CuN2O20S2 as an isolated structure. Source: the Open Molecules 2025 dataset; level of theory: the ωB97M-V functional and the def2-TZVPD basis.

Properties
Charge: +3
HOMO level (alpha / beta): -17.16 / -17.16 eV
Spin multiplicity: 3

Atoms and positions in Å:
Ag 2.8635 -2.1214 -0.5310
Ag 2.8554 -0.7769 2.7018
Cu -0.0221 -3.9868 -2.2777
O 1.5547 -0.6091 0.8578
C 0.6084 -0.0874 -0.0486
C 0.2395 -0.6675 -1.4528
O 0.9683 -1.7879 -1.8713
H 0.7039 0.9954 -0.1287
H -0.3048 -0.1949 0.5367
H 0.1278 0.0451 -2.2700
H -0.8177 -0.9322 -1.4715
C -3.3820 0.1044 -2.5070
N -3.3995 0.9182 -3.7891
O -3.1465 2.1474 -3.6874
O -3.8444 0.4112 -4.8589
H -4.4276 -0.1194 -2.2953
H -3.0584 0.6021 -1.5929
H -3.0241 -0.9110 -2.6772
C 0.9012 -1.5105 -5.2636
N 2.2333 -0.8844 -5.1281
O 3.2117 -1.5705 -4.9050
O 2.4044 0.3066 -5.2913
H 0.6341 -1.1530 -6.2580
H 0.3289 -1.0406 -4.4637
H 0.9909 -2.5839 -5.0969
O 4.1580 1.1386 1.8760
C 3.9141 2.3399 1.6770
O 4.7646 3.2838 2.1428
C 4.2323 4.5635 2.1085
C 3.0986 4.3502 1.1391
C 2.6372 2.8854 1.2513
H 4.9653 5.3174 1.8216
H 3.8961 4.8728 3.0981
H 3.5315 4.6099 0.1731
H 2.2855 5.0421 1.3589
H 2.5842 2.6246 0.1943
H 1.7533 2.5032 1.7619
O 1.1347 -2.2788 3.2877
C 1.1267 -3.4960 3.3353
O -0.0223 -4.0855 3.5633
C 0.0171 -5.4698 3.1955
C 1.5117 -5.7962 3.0252
C 2.2272 -4.4678 3.0017
H -0.5570 -5.4491 2.2692
H -0.4571 -6.2087 3.8415
H 1.6686 -6.3848 2.1214
H 1.9926 -6.3131 3.8557
H 2.7073 -4.2755 2.0422
H 3.0497 -4.4125 3.7149
O -1.6474 3.3018 0.6852
C -1.9718 2.4411 1.4914
O -3.0284 1.6274 1.1541
C -3.3284 0.7705 2.2545
C -2.1575 0.7618 3.1190
C -1.6511 2.2021 3.0033
H -3.5541 -0.2541 1.9588
H -4.2684 1.1280 2.6749
H -1.2601 0.2074 2.8443
H -2.5581 0.3637 4.0513
H -0.6010 2.4683 3.1239
H -2.2627 2.9491 3.5093
C -0.1931 3.6333 -3.1315
C 0.5900 3.6520 -1.7906
O 1.6903 4.5678 -1.9649
S 1.4198 5.7135 -3.1713
O 2.6134 5.9190 -3.9836
O 0.8237 6.8988 -2.6094
O 0.2868 4.6991 -3.9357
H -1.1855 4.0812 -3.0812
H -0.0665 2.7651 -3.7783
H 1.1036 2.7007 -1.6520
H -0.0143 3.8907 -0.9154
C -1.7091 -2.8379 0.8551
C -2.6695 -3.5446 1.8987
O -3.9301 -3.3639 1.2097
S -3.7770 -3.4710 -0.3966
O -4.7685 -2.5924 -1.1347
O -3.6651 -4.8436 -0.8956
O -2.2674 -2.6921 -0.3606
H -0.7478 -3.3505 0.8197
H -1.5830 -1.7968 1.1524
H -2.5288 -2.8848 2.7547
H -2.5517 -4.5975 2.1548

=====

#b
C20H36Ag2CuN2O20S2 as an isolated structure. Source: the Open Molecules 2025 dataset; level of theory: the ωB97M-V functional and the def2-TZVPD basis.

Properties
Charge: +3
HOMO level (alpha / beta): -17.17 / -17.02 eV
Spin multiplicity: 3

Atoms and positions in Å:
Ag -3.5283 -1.6995 -1.2066
Ag -1.2697 -4.3903 -1.7713
Cu -4.8278 1.8888 -0.3967
O -1.1481 -2.1615 -1.7280
C -0.7145 -0.8501 -1.5700
C -1.4495 0.2676 -0.7557
O -2.8292 0.4705 -0.9048
H -0.6779 -0.5176 -2.6244
H 0.3662 -0.8418 -1.3965
H -0.9401 1.2112 -0.9675
H -1.2172 -0.0408 0.2713
C 3.8607 -1.9617 -2.5270
N 4.7385 -2.5008 -1.4033
O 5.8623 -1.9727 -1.2461
O 4.3075 -3.3068 -0.6375
H 4.3712 -1.1369 -3.0271
H 2.9764 -1.5348 -2.0564
H 3.7051 -2.8065 -3.1960
C -0.2283 2.9170 -3.4962
N 0.4261 3.6981 -2.4158
O 1.1073 4.6681 -2.6278
O 0.1712 3.3454 -1.2533
H -0.4849 3.7342 -4.1666
H -0.9982 2.2502 -3.1157
H 0.4625 2.1795 -3.9101
O 2.3326 0.0491 -0.2914
C 2.3536 0.6381 0.7715
O 3.4317 0.6362 1.5884
C 3.0762 1.0787 2.9180
C 1.9022 1.9791 2.6603
C 1.1628 1.2626 1.4612
H 3.9315 1.6374 3.2904
H 2.8099 0.2064 3.5141
H 2.1770 2.9662 2.2933
H 1.2943 2.0402 3.5629
H 0.6659 1.9708 0.8003
H 0.4795 0.4535 1.7251
O -0.6026 -4.2559 0.5655
C 0.1514 -3.6204 1.2813
O 0.1186 -3.8562 2.6211
C 1.1933 -3.2213 3.3502
C 1.8858 -2.2701 2.3405
C 1.1768 -2.5269 0.9876
H 1.8961 -3.8586 3.8787
H 0.6723 -2.5530 4.0347
H 2.9313 -2.5761 2.3162
H 1.8714 -1.2552 2.7310
H 1.8980 -2.9258 0.2730
H 0.7835 -1.6002 0.5731
O -3.4227 -1.9537 1.1974
C -3.0324 -1.9094 2.3508
O -3.3092 -2.8460 3.2927
C -3.2125 -2.3558 4.6161
C -2.7420 -0.9228 4.4586
C -2.2274 -0.7838 2.9773
H -2.4116 -2.9551 5.0523
H -4.0949 -2.4017 5.2507
H -2.0039 -0.5823 5.1829
H -3.5445 -0.1857 4.5009
H -1.2113 -1.0185 2.6424
H -2.4494 0.1792 2.5192
C 0.1643 -1.7149 -5.7579
C -0.7394 -0.5423 -6.2445
O 0.0758 0.2386 -7.0911
S 1.6091 0.2348 -6.4849
O 1.7954 1.2091 -5.4391
O 2.5427 0.2544 -7.6150
O 1.4697 -1.2271 -5.8067
H 0.0333 -2.5963 -6.3812
H -0.2378 -1.8247 -4.7497
H -1.1170 0.1440 -5.4834
H -1.5566 -0.9515 -6.8368
C -1.9362 3.8833 0.9102
C -0.8739 4.1701 1.9853
O -1.6807 4.7473 3.0523
S -3.0547 3.8830 3.1780
O -4.1694 4.7910 3.2761
O -2.9071 2.7459 4.0548
O -2.9996 3.3128 1.6202
H -1.6262 2.9660 0.3931
H -2.1097 4.5788 0.0897
H -0.1007 4.8752 1.6957
H -0.5540 3.2507 2.4754

=====

Least stable structure: #a

=====

#a
C4H8INO4 as an isolated structure. Source: the Open Molecules 2025 dataset; level of theory: the ωB97M-V functional and the def2-TZVPD basis.

Properties
HOMO level (alpha / beta): -8.22 / -9.25 eV

Atoms and positions in Å:
C 0.2825 -0.3768 -1.4064
C -0.7092 -0.0311 2.0099
C 0.2029 0.8263 -0.4217
C -0.7973 0.5669 0.6601
N -3.2805 -1.6039 -0.5840
O -4.1235 -2.1060 -1.2685
O -2.3416 -2.1077 -0.0313
O -1.7593 -0.8827 2.4024
O -0.1933 2.0472 -1.1038
I -2.7503 0.9469 0.0846
H 0.2839 -1.2284 -0.7489
H -0.4136 -0.2827 -2.1862
H 1.1554 -0.2681 -2.0301
H 0.2076 -0.5338 2.0071
H -0.6173 0.6303 2.8959
H 1.0829 0.8518 0.1593
H -2.3340 -1.1676 1.6975
H -0.7937 1.8247 -1.8389

=====

#b
A 2-piece molecular cluster, C4H8INO4 overall. Source: the Open Molecules 2025 dataset; level of theory: the ωB97M-V functional and the def2-TZVPD basis.

Properties
SMILES: [O-]/[N+](O)=C(/I)CO.CC=O
HOMO level: -8.98 eV

Atoms and positions in Å:
O 0.3776 -2.2376 -1.1881
N -0.3386 -1.2341 -1.0269
O -0.4871 -0.3529 -2.1356
C -1.0430 -0.9484 -0.0291
I -2.4976 0.5883 -0.2846
C -0.8557 -1.6010 1.3205
O -1.2600 -0.7153 2.3521
H 0.2610 -0.5411 -2.7323
H -1.3842 -2.5544 1.3390
H 0.1522 -1.7323 1.3023
H -0.7116 0.1515 2.4164
C 1.0326 2.0760 -0.5955
C 1.2536 0.8844 0.3908
O 0.7052 0.8474 1.4416
H -0.0368 2.4592 -0.5933
H 1.6836 2.8807 -0.2418
H 1.2064 1.9057 -1.6155
H 1.9425 0.1239 -0.1201

=====

Least stable structure: #a